<w>
23
Properties=species:S:1:pos:R:3:nbo_charge:R:1 method="wB97M-V/def2-TZVPD" gap_ev=10.0 multiplicity=1 smiles=Cc1ccccc1.CC e_lumo_ev=1.0 e_homo_ev=-9.002
H 0.87 -1.92 1.96 0.212
H -1.24 1.88 -0.70 0.204
H 2.02 0.79 -0.34 0.213
H 0.81 -0.36 -2.02 0.211
H -2.31 2.37 0.53 0.204
H -0.89 1.49 1.01 0.201
H 0.46 3.61 -0.06 0.205
H 1.13 0.74 1.14 0.216
C -0.76 -3.11 -0.79 -0.229
H -0.61 -3.84 1.20 0.212
C 0.89 -1.05 0.01 0.000
H -1.14 4.35 -0.09 0.203
C 1.72 0.12 0.46 -0.634
H -1.44 -3.87 -1.12 0.212
C -0.52 3.59 0.40 -0.612
H -0.33 -2.41 -2.79 0.211
C -0.33 -3.03 0.54 -0.197
C 0.53 -2.04 0.94 -0.225
C 0.54 -1.15 -1.32 -0.226
H -0.53 3.97 1.42 0.204
C -0.26 -2.23 -1.73 -0.195
C -1.24 2.26 0.33 -0.607
H 2.62 -0.16 1.01 0.218

---

<x>
23
Properties=species:S:1:pos:R:3:nbo_charge:R:1 method="wB97M-V/def2-TZVPD" gap_ev=9.9 multiplicity=1 smiles=Cc1ccccc1.CC e_lumo_ev=1.0 e_homo_ev=-8.944
H 0.56 -2.42 -0.03 0.224
H -0.27 2.13 -2.07 0.222
C -1.76 -0.78 -0.20 -0.210
H 0.37 0.07 -2.50 0.189
H 0.72 -0.20 1.03 0.204
H 3.21 1.11 1.80 0.194
H 2.73 -0.23 0.85 0.213
H 1.03 -2.12 -1.74 0.220
H -0.48 -3.11 -1.45 0.234
C -0.45 0.15 -1.91 -0.176
H -3.19 0.62 0.83 0.221
C 1.11 0.67 1.59 -0.611
H 2.58 -0.10 2.88 0.212
H -2.28 -1.49 0.29 0.208
H 0.63 0.97 2.51 0.202
H -2.09 2.56 -0.26 0.205
C -0.69 -0.94 -1.09 -0.061
C -1.88 1.59 -0.55 -0.211
C 0.05 -2.15 -1.10 -0.638
C -1.01 1.49 -1.64 -0.226
C -2.35 0.40 0.11 -0.200
H 0.84 1.50 0.86 0.201
C 2.60 0.30 1.78 -0.617

---

Of them, <w> has the highest stability.

---

<w>
23
Properties=species:S:1:pos:R:3:nbo_charge:R:1 method="wB97M-V/def2-TZVPD" gap_ev=9.7 multiplicity=1 e_lumo_ev=1.0 e_homo_ev=-8.656
H -1.11 -0.39 1.94 0.228
C 1.04 -0.74 1.14 -0.208
H 0.98 2.13 -0.42 0.208
C 0.62 0.71 1.17 -0.291
H -0.94 -1.82 -1.17 0.200
C 0.82 -1.85 0.32 -0.200
H -0.54 1.25 -3.14 0.227
C 0.17 -1.59 -1.05 -0.461
H -0.54 2.57 0.24 0.213
H 0.98 -2.88 0.68 0.213
C 0.22 -0.20 -1.60 -0.223
H 1.29 0.27 -1.58 0.208
H 1.65 0.94 1.67 0.237
C 0.07 1.76 -0.03 -0.355
H -1.84 -0.24 -2.60 0.226
H 1.15 -1.27 2.09 0.219
C -0.84 0.46 -2.52 -0.401
C -0.70 0.79 -1.04 -0.259
C -0.47 0.53 2.24 -0.603
H -1.47 0.08 -0.60 0.195
H 0.04 0.45 3.49 0.199
H -1.04 1.48 2.41 0.213
H 0.45 -2.46 -1.65 0.215

---

<x>
23
Properties=species:S:1:pos:R:3:nbo_charge:R:1 method="wB97M-V/def2-TZVPD" gap_ev=9.9 multiplicity=1 smiles=Cc1ccccc1.CC e_lumo_ev=1.0 e_homo_ev=-8.934
H -3.76 0.14 1.95 0.220
C 3.63 0.82 0.97 -0.606
C -1.68 -0.99 -0.62 -0.012
C 2.90 0.78 -0.35 -0.620
C -2.93 0.05 1.18 -0.212
H 3.04 -0.26 -0.70 0.201
H 3.40 1.40 -1.14 0.213
C -2.11 1.21 1.12 -0.225
H -1.93 -3.02 -1.37 0.220
C -2.72 -0.98 0.34 -0.217
H 1.84 0.78 -0.21 0.210
H -3.34 -1.88 0.41 0.211
H 3.30 1.58 1.73 0.196
C -1.06 1.20 0.23 -0.208
H -0.01 0.14 -1.22 0.203
H -0.33 -2.54 -1.64 0.223
H -2.33 2.21 1.65 0.221
C -1.39 -2.10 -1.55 -0.644
H -1.56 -1.80 -2.58 0.225
C -0.83 0.15 -0.62 -0.215
H 3.59 -0.07 1.55 0.204
H 4.62 1.06 0.72 0.201
H -0.35 2.12 0.15 0.213

---

<y>
23
Properties=species:S:1:pos:R:3:nbo_charge:R:1 method="wB97M-V/def2-TZVPD" gap_ev=9.9 multiplicity=1 smiles=Cc1ccccc1.CC e_lumo_ev=1.0 e_homo_ev=-8.857
C 1.19 0.90 -0.30 -0.227
H -0.91 -1.87 -2.04 0.208
H -3.48 -0.40 1.69 0.194
C -2.54 -0.61 1.95 -0.600
H 3.93 -1.16 -0.83 0.225
C -1.91 0.72 2.33 -0.594
H -0.87 0.62 2.77 0.196
H 3.85 0.57 -0.34 0.213
H -1.84 1.39 1.48 0.200
H 3.64 0.13 -2.13 0.227
C 1.89 -0.13 -0.94 -0.004
C -0.20 1.07 -0.67 -0.224
H -1.88 0.41 -1.80 0.215
H -2.49 1.32 2.91 0.193
C 1.06 -1.15 -1.60 -0.227
H -2.52 -1.38 2.82 0.199
C 3.44 -0.19 -1.11 -0.634
H 1.60 -1.94 -2.25 0.207
C -0.27 -1.14 -1.78 -0.185
H -0.55 2.14 -0.34 0.221
C -0.93 0.15 -1.38 -0.237
H -1.95 -0.89 1.07 0.214
H 1.75 1.45 0.50 0.219

---

<z>
23
Properties=species:S:1:pos:R:3:nbo_charge:R:1 method="wB97M-V/def2-TZVPD" gap_ev=10.1 multiplicity=1 smiles=Cc1ccccc1.CC e_lumo_ev=1.0 e_homo_ev=-9.135
H -0.54 3.99 -0.99 0.200
H 1.40 0.33 -3.37 0.220
C -0.54 0.28 -0.89 -0.228
C -1.07 1.07 0.22 -0.186
H 1.45 -1.75 1.52 0.203
C 0.67 -3.03 3.04 -0.593
C -0.65 2.97 -1.01 -0.196
C -1.16 2.46 0.15 -0.231
C -0.16 2.29 -2.09 -0.221
H -1.57 0.64 1.01 0.197
H -0.23 0.12 -4.02 0.219
H 1.23 -1.01 3.07 0.206
H 0.28 2.75 -3.04 0.215
H 1.67 -3.59 3.21 0.197
H 0.35 -1.04 -2.82 0.220
C 0.80 -1.69 2.35 -0.602
H 0.19 -2.87 4.05 0.198
C -0.06 0.90 -2.03 -0.018
C 0.41 0.02 -3.12 -0.630
H -0.75 -0.84 -0.69 0.216
H -1.64 3.01 1.02 0.223
H -0.20 -1.32 1.88 0.197
H 0.13 -3.70 2.53 0.194

---

Of them, <x> has the highest stability.

---

<w>
23
Properties=species:S:1:pos:R:3:nbo_charge:R:1 method="wB97M-V/def2-TZVPD" gap_ev=10.1 multiplicity=1 smiles=Cc1ccccc1.CC e_lumo_ev=1.0 e_homo_ev=-9.094
H -2.04 0.26 -2.43 0.207
C 0.81 -0.18 1.35 -0.011
C -0.56 -0.28 1.53 -0.229
H -2.13 -1.84 1.54 0.210
C -0.30 -2.65 0.97 -0.231
H 2.11 1.25 2.48 0.223
H -1.16 2.78 -1.52 0.204
C -1.49 1.13 -2.83 -0.612
C -1.08 -1.59 1.35 -0.198
C 1.54 1.13 1.58 -0.644
C 1.61 -1.24 0.95 -0.219
H 2.32 1.43 0.86 0.218
H -0.85 0.88 -3.68 0.203
H -0.69 -3.66 0.87 0.212
C -0.65 1.85 -1.78 -0.618
H -2.25 1.78 -3.28 0.201
H 2.66 -1.02 0.81 0.210
H -0.45 1.24 -0.89 0.212
H -1.29 0.49 1.77 0.224
H 0.31 2.03 -2.25 0.203
H 1.70 -3.27 0.36 0.213
H 0.82 1.97 1.53 0.213
C 1.07 -2.48 0.73 -0.192

---

<x>
23
Properties=species:S:1:pos:R:3:nbo_charge:R:1 method="wB97M-V/def2-TZVPD" gap_ev=9.9 multiplicity=1 smiles=Cc1ccccc1.CC e_lumo_ev=1.0 e_homo_ev=-8.953
C 1.14 2.33 0.34 -0.217
H 1.23 3.38 0.09 0.207
C -1.06 3.04 1.16 -0.641
H -1.82 3.00 1.94 0.223
H -1.62 3.07 0.21 0.223
C -0.11 0.71 1.56 -0.231
H -2.05 -3.36 -0.60 0.203
C -1.30 -2.63 -0.93 -0.608
H -0.68 4.06 1.21 0.219
C 1.95 0.06 0.43 -0.233
H -0.92 0.37 2.20 0.214
H -0.64 -2.27 -0.15 0.207
H 2.81 1.57 -0.80 0.212
C -0.48 -3.10 -2.13 -0.603
H 0.16 -2.31 -2.53 0.204
H -1.13 -3.42 -2.95 0.200
C 2.05 1.36 -0.05 -0.202
H 0.85 -1.21 1.69 0.207
C -0.02 2.01 1.05 -0.003
H -1.96 -1.81 -1.25 0.199
C 0.89 -0.20 1.31 -0.190
H 0.12 -3.96 -1.84 0.198
H 2.61 -0.71 0.06 0.215

---

<y>
23
Properties=species:S:1:pos:R:3:nbo_charge:R:1 method="wB97M-V/def2-TZVPD" gap_ev=10.1 multiplicity=1 smiles=Cc1ccccc1.CC e_lumo_ev=1.0 e_homo_ev=-9.103
H -2.27 -2.94 -0.02 0.222
H -1.08 1.59 -2.57 0.210
H 3.17 -0.70 0.36 0.202
C -1.26 1.04 -1.65 -0.203
H 1.40 0.74 -0.29 0.211
H -1.45 -0.69 1.75 0.211
H 2.25 -0.63 1.72 0.204
H -1.44 1.66 1.68 0.212
H -1.28 2.88 -0.60 0.216
H 1.38 1.60 1.20 0.201
H -1.13 -0.95 -2.51 0.213
C 2.91 0.03 1.13 -0.616
C -1.22 -0.33 -1.63 -0.221
C -1.30 1.80 -0.48 -0.225
C -1.36 -1.00 -0.41 -0.012
C 2.06 1.12 0.50 -0.611
H 2.62 1.92 -0.01 0.201
H -0.59 -2.93 0.31 0.219
C -1.41 1.14 0.73 -0.197
C -1.40 -0.26 0.75 -0.221
H -1.05 -2.97 -1.30 0.214
C -1.34 -2.49 -0.36 -0.637
H 3.79 0.37 1.66 0.208

---

<z>
23
Properties=species:S:1:pos:R:3:nbo_charge:R:1 method="wB97M-V/def2-TZVPD" gap_ev=10.1 multiplicity=1 smiles=Cc1ccccc1.CC e_lumo_ev=1.0 e_homo_ev=-9.028
H 1.50 2.82 0.56 0.224
H -2.51 -0.49 -1.04 0.207
C 0.74 2.45 -0.13 -0.634
H 2.24 -2.70 -0.40 0.210
C 1.48 0.44 -1.43 -0.224
C 1.86 -0.90 -1.50 -0.200
H -3.25 -0.90 1.73 0.206
H -1.47 -1.06 1.57 0.207
H 2.07 -1.41 -2.44 0.211
H -1.41 0.48 -0.20 0.215
H -3.11 0.83 0.00 0.206
H 1.40 -1.78 1.73 0.212
H -0.16 2.63 0.48 0.218
H 1.43 0.96 -2.38 0.210
C -2.40 0.02 -0.08 -0.625
C 1.43 -1.16 0.84 -0.193
H 0.74 2.95 -1.09 0.220
H -2.48 -2.04 0.69 0.205
C 0.92 0.13 0.85 -0.228
C 1.87 -1.69 -0.36 -0.227
C 0.95 0.96 -0.26 -0.011
H 0.56 0.47 1.82 0.210
C -2.41 -1.00 1.04 -0.621

---

Of them, <y> has the highest stability.